No. 1
Molecular formula: C3H7NOS
Method: DFT, the ωB97M-V functional and the def2-TZVPD basis

Calculated values
- Orbital gap (alpha / beta): 5.4 / 5.3 eV
- 2S+1: 1
- Total charge: 0
- Energy relative to the best compared isomer or geometry (same formula, charge and spin): 142.0 kcal per mole
- E_tot: -17591.7699 eV
- E_HOMO (alpha / beta): -7.7 / -7.5 eV

Cartesian coordinates (Å):
C 0.049 -0.631 -0.025
C 0.263 -0.586 1.574
C 0.191 1.456 -1.164
N -0.556 0.420 -0.634
O -0.674 -1.844 -0.313
S -2.202 -1.714 -0.736
H 1.028 -0.772 -0.460
H 0.800 0.299 1.821
H 0.816 -1.513 1.812
H -0.673 -0.564 1.990
H 1.260 1.416 -0.884
H -0.085 1.704 -2.185
H -0.217 2.330 -0.796

***

No. 2
Molecular formula: C3H7NOS
Method: DFT, the ωB97M-V functional and the def2-TZVPD basis

Calculated values
- Orbital gap: 8.9 eV
- SMILES: COC(=S)CN
- 2S+1: 1
- Total charge: 0
- Energy relative to the best compared isomer or geometry (same formula, charge and spin): 75.4 kcal per mole
- E_tot: -17594.6614 eV
- E_HOMO: -8.3 eV

Cartesian coordinates (Å):
C -2.277 -0.513 -0.225
C -0.025 -0.234 0.036
C 1.381 -0.920 0.235
H -2.042 0.248 -1.219
H -2.367 0.018 0.786
H -3.163 -1.210 -0.352
H 1.418 -1.038 1.427
H 1.316 -1.890 -0.328
H 2.602 0.777 0.340
H 3.152 -0.628 -0.444
N 2.348 -0.047 -0.397
O -0.945 -1.057 0.128
S -0.267 1.407 0.079